Below is C12H14O5Pd as an isolated structure at a distorted geometry, with properties calculated with ωB97M-V with the def2-TZVPD basis set.

Computed properties:
Gap between HOMO and LUMO: 2.27 eV
Max |F|: 0.19218 hartree/bohr
Charge: +2
HOMO level: -15.1 eV

XYZ file:
```
32
C12H14O5Pd | the OMol25 dataset | ωB97M-V with the def2-TZVPD basis set
O 2.768 2.692 -2.248
C 1.419 2.753 -2.275
O 0.616 3.339 -1.155
C 0.655 2.146 -3.622
O -0.807 2.308 -3.578
C -1.517 1.023 -3.656
O -2.004 0.676 -4.878
O -1.706 0.051 -2.569
C -2.031 0.695 -1.287
C -0.937 0.159 -0.185
C -1.369 -1.297 0.516
C -0.089 -1.662 1.528
C 1.074 -2.763 1.165
C 2.291 -2.944 2.289
C 2.358 -2.055 3.698
C 1.143 -0.970 4.035
C -0.068 -0.774 2.945
H 0.378 2.625 -0.485
H 1.142 2.675 -4.545
H 0.861 0.972 -3.590
H -1.981 1.864 -1.290
H -3.138 0.419 -0.937
H -0.713 0.899 0.692
H 0.077 -0.079 -0.763
H -2.388 -1.238 1.089
H -1.447 -2.113 -0.351
H 1.026 -3.362 0.147
H 3.162 -3.695 2.072
H 3.262 -2.212 4.439
H 1.230 -0.350 5.041
H -0.909 0.017 3.196
Pd -2.356 0.198 4.561
```

Below is C30H42MgN3OP2 as an isolated structure at a distorted geometry, with properties calculated with ωB97M-V with the def2-TZVPD basis set.

Computed properties:
Gap between HOMO and LUMO: 5.67 eV
Max |F|: 0.04571 hartree/bohr
Charge: +1
HOMO level: -9.3 eV

XYZ file:
```
79
C30H42MgN3OP2 | the OMol25 dataset | ωB97M-V with the def2-TZVPD basis set
Mg 15.516 -4.850 6.301
C 10.569 -3.142 5.583
C 12.068 -3.290 5.420
C 12.457 -3.835 4.012
P 12.936 -4.374 6.679
C 12.294 -3.717 8.290
C 10.931 -4.290 8.686
C 13.395 -3.972 9.375
C 12.466 -6.147 6.466
C 11.111 -6.472 6.445
C 10.680 -7.773 6.224
C 11.617 -8.775 5.974
C 12.954 -8.506 5.864
C 13.432 -7.184 6.176
N 14.775 -6.861 6.085
C 15.811 -7.778 5.922
C 15.817 -8.985 6.615
C 16.780 -9.938 6.297
C 17.751 -9.654 5.355
C 17.842 -8.381 4.748
C 16.865 -7.414 5.004
P 16.963 -5.720 4.342
C 16.498 -5.702 2.546
C 17.531 -6.289 1.543
C 15.142 -6.433 2.424
C 18.773 -5.281 4.280
C 18.875 -3.768 3.966
C 19.540 -5.692 5.558
H 10.245 -2.353 4.889
H 10.222 -2.732 6.548
H 9.976 -4.020 5.324
H 12.555 -2.289 5.593
H 12.029 -4.819 3.780
H 13.527 -3.913 3.907
H 12.090 -3.116 3.276
H 12.246 -2.632 8.110
H 10.985 -5.375 8.821
H 10.131 -4.051 7.982
H 10.616 -3.930 9.668
H 13.497 -5.047 9.613
H 13.153 -3.431 10.288
H 14.393 -3.648 9.037
H 10.391 -5.673 6.606
H 9.642 -8.083 6.274
H 11.235 -9.813 5.835
H 13.692 -9.275 5.530
H 15.048 -9.227 7.356
H 16.769 -10.936 6.729
H 18.487 -10.428 5.063
H 18.682 -8.164 4.062
H 16.370 -4.631 2.329
H 17.673 -7.354 1.734
H 18.467 -5.753 1.516
H 17.101 -6.235 0.510
H 15.269 -7.508 2.297
H 14.596 -6.096 1.560
H 14.473 -6.334 3.298
H 19.242 -5.802 3.449
H 18.536 -3.113 4.735
H 18.338 -3.530 3.045
H 19.906 -3.523 3.759
H 19.125 -5.218 6.449
H 20.588 -5.336 5.470
H 19.610 -6.775 5.711
N 19.871 -3.688 11.924
C 19.320 -2.808 11.046
O 19.520 -1.583 11.124
C 18.423 -3.331 9.963
C 17.980 -2.415 8.961
C 17.154 -2.908 7.987
N 16.740 -4.195 7.904
C 17.214 -5.076 8.803
C 18.038 -4.671 9.839
H 20.622 -3.308 12.486
H 19.961 -4.665 11.756
H 18.178 -1.331 8.965
H 16.780 -2.249 7.215
H 16.874 -6.114 8.790
H 18.320 -5.452 10.550
```

Below is a 17-piece molecular cluster, H34O17 overall at a distorted geometry, with properties calculated with ωB97M-V with the def2-TZVPD basis set.

Computed properties:
Gap between HOMO and LUMO (alpha / beta): 9.98 / 1.94 eV
Spin multiplicity: 2
⟨S²⟩: 0.756
Max |F|: 0.09384 hartree/bohr
Charge: +1
Relative energy (zero: lowest compared OMol25 entry of this formula, charge and spin): 78.8 kcal per mole
HOMO level (alpha / beta): -13.1 / -12.8 eV

XYZ file:
```
51
H34O17 | the OMol25 dataset | ωB97M-V with the def2-TZVPD basis set
O -0.559 1.682 1.719
H -1.433 1.457 1.365
H -0.944 2.628 2.087
O 2.470 -0.337 0.324
H 1.856 0.279 -0.023
H 2.030 -1.102 0.030
O 2.614 -4.111 -1.951
H 2.687 -3.279 -1.544
H 1.756 -3.912 -2.343
O -0.871 -1.707 -3.815
H -0.376 -2.377 -4.345
H -0.997 -2.246 -2.980
O 4.589 -1.536 -0.626
H 4.228 -0.741 -0.365
H 4.422 -2.248 0.056
O -3.183 1.552 -1.797
H -2.387 2.158 -1.644
H -3.394 1.746 -2.705
O 3.232 1.917 1.109
H 2.419 1.489 1.345
H 3.377 1.570 0.228
O 0.560 1.641 -1.387
H 1.283 1.108 -1.586
H -0.004 1.087 -0.890
O -1.209 0.076 4.529
H -0.677 0.735 5.052
H -2.071 0.484 4.636
O -2.602 4.290 -1.177
H -3.516 4.245 -0.929
H -2.128 5.051 -0.841
O -1.790 -2.383 2.306
H -1.668 -2.670 3.226
H -0.848 -2.395 2.054
O 2.311 4.406 1.981
H 2.725 4.407 2.798
H 2.295 3.486 1.733
O -4.733 1.219 0.312
H -5.372 0.501 0.478
H -4.988 1.958 0.819
O -0.130 -2.188 4.126
H -0.952 -2.215 4.681
H -0.237 -1.342 3.788
O 4.240 2.607 -3.119
H 3.618 3.373 -2.786
H 4.050 2.085 -3.862
O -2.557 -3.934 -2.322
H -2.150 -4.501 -2.951
H -3.044 -3.289 -2.771
O -0.454 -3.286 -0.750
H -1.320 -3.522 -1.146
H -0.165 -3.913 -0.126
```

Below is one molecule with the formula C2H3NS2 at a distorted geometry, with properties calculated with ωB97M-V with the def2-TZVPD basis set.

Computed properties:
Gap between HOMO and LUMO (alpha / beta): 7.16 / 7.79 eV
Max |F|: 0.05792 hartree/bohr
Charge: 0
Relative energy (zero: lowest compared OMol25 entry of this formula, charge and spin): 58.4 kcal per mole
HOMO level (alpha / beta): -8.8 / -8.8 eV

XYZ file:
```
8
C2H3NS2 | the OMol25 dataset | ωB97M-V with the def2-TZVPD basis set
C 0.083 0.812 -1.000
C 0.295 0.371 0.553
N 0.726 1.564 -1.689
S 0.692 1.763 1.573
S 2.346 2.431 0.781
H -0.787 0.255 -1.159
H -0.415 -0.155 1.233
H 1.159 -0.278 0.483
```

Below is C44H44CaFGeN2O3 as an isolated structure at a distorted geometry, with properties calculated with ωB97M-V with the def2-TZVPD basis set.

Computed properties:
Gap between HOMO and LUMO (alpha / beta): 6.29 / 4.37 eV
Spin multiplicity: 2
⟨S²⟩: 0.794
Max |F|: 0.05263 hartree/bohr
Charge: 0
HOMO level (alpha / beta): -6.5 / -6.5 eV

XYZ file:
```
96
C44H44CaFGeN2O3 | the OMol25 dataset | ωB97M-V with the def2-TZVPD basis set
Ca -0.481 -0.165 0.461
C -4.223 2.685 6.142
C -5.143 2.589 4.923
C -5.848 3.929 4.708
C -6.701 3.892 3.447
C -5.832 3.560 2.274
C -6.102 4.067 1.021
C -5.320 3.689 -0.067
F -5.615 4.199 -1.279
C -4.282 2.808 0.074
C -3.967 2.315 1.345
C -2.858 1.374 1.453
O -2.208 1.032 0.448
C -2.655 0.858 2.763
C -3.431 1.273 3.800
N -4.405 2.201 3.712
C -4.729 2.700 2.468
C -1.610 -0.229 3.029
O -1.914 -1.115 3.814
O -0.516 -0.085 2.431
H -4.726 3.247 6.924
H -3.305 3.207 5.886
H -3.966 1.712 6.551
H -5.901 1.815 5.109
H -5.098 4.718 4.627
H -6.479 4.148 5.571
H -7.210 4.844 3.290
H -7.475 3.123 3.551
H -6.922 4.749 0.859
H -3.682 2.480 -0.761
H -3.263 0.808 4.757
C 1.979 -3.187 3.307
C 0.876 -3.616 2.387
C 0.154 -4.785 2.624
C -0.907 -5.137 1.797
C -1.662 -6.409 2.052
C -1.280 -4.312 0.756
C -0.580 -3.111 0.473
C 0.533 -2.828 1.314
N -0.843 -2.183 -0.450
C -1.720 -2.279 -1.593
C -0.938 -1.618 -2.746
C -2.110 -3.686 -2.087
C -2.996 -1.465 -1.317
H 2.288 -3.999 3.959
H 1.616 -2.363 3.922
H 2.840 -2.830 2.743
H 0.401 -5.407 3.473
H -1.306 -6.884 2.962
H -1.528 -7.105 1.223
H -2.727 -6.210 2.159
H -2.157 -4.586 0.195
H 1.109 -1.927 1.107
H -0.148 -2.294 -3.071
H -0.479 -0.687 -2.406
H -1.592 -1.416 -3.591
H -1.261 -4.360 -2.009
H -2.402 -3.621 -3.134
H -2.956 -4.096 -1.543
H -2.749 -0.407 -1.242
H -3.449 -1.781 -0.376
H -3.714 -1.598 -2.125
C 4.336 2.695 3.709
C 4.757 2.874 2.403
C 3.908 2.585 1.351
C 2.616 2.128 1.587
C 2.222 1.907 2.902
C 3.069 2.194 3.959
Ge 1.255 1.899 0.137
C 0.006 3.408 0.531
C -0.003 4.126 1.718
C -0.892 5.171 1.913
C -1.787 5.517 0.916
C -1.801 4.805 -0.272
C -0.919 3.754 -0.452
C 2.267 2.647 -1.434
C 3.230 1.834 -2.023
C 4.033 2.300 -3.048
C 3.869 3.594 -3.514
C 2.904 4.410 -2.949
C 2.114 3.940 -1.916
H 4.997 2.931 4.530
H 5.749 3.259 2.202
H 4.247 2.725 0.333
H 1.237 1.502 3.102
H 2.742 2.038 4.978
H 0.705 3.877 2.499
H -0.871 5.731 2.838
H -2.474 6.339 1.063
H -2.489 5.084 -1.058
H -0.932 3.196 -1.383
H 3.355 0.818 -1.658
H 4.791 1.660 -3.481
H 4.487 3.962 -4.322
H 2.773 5.422 -3.309
H 1.371 4.589 -1.471
```

Below is an isolated ion of composition C6H13N2S and charge +1, with properties calculated with ωB97M-V with the def2-TZVPD basis set.

Computed properties:
Gap between HOMO and LUMO: 10.10 eV
Max |F|: 0.00852 hartree/bohr
Charge: +1
Relative energy (zero: lowest compared OMol25 entry of this formula, charge and spin): 11.0 kcal per mole
HOMO level: -14.1 eV

XYZ file:
```
22
C6H13N2S | the OMol25 dataset | ωB97M-V with the def2-TZVPD basis set
C 2.634 -0.655 -0.478
C 2.018 0.738 -0.570
C 1.330 1.232 0.703
N 0.451 0.246 1.381
C -0.788 0.040 0.819
N -1.036 -0.780 -0.172
C -2.455 -0.984 -0.497
C -3.167 0.276 0.002
S -2.153 0.880 1.396
H 1.928 -1.421 -0.136
H 2.991 -0.981 -1.454
H 3.485 -0.672 0.206
H 1.337 0.805 -1.425
H 2.815 1.456 -0.780
H 2.060 1.557 1.445
H 0.705 2.100 0.483
H 0.914 -0.628 1.605
H -0.293 -1.301 -0.620
H -2.574 -1.144 -1.566
H -2.815 -1.870 0.031
H -3.227 1.065 -0.746
H -4.161 0.041 0.374
```

Below is one molecule with the formula C9H18 at a distorted geometry, with properties calculated with ωB97M-V with the def2-TZVPD basis set.

Computed properties:
SMILES string: C=CC(C)(C)CC(C)C
Gap between HOMO and LUMO: 10.56 eV
Max |F|: 0.04141 hartree/bohr
Charge: 0
Relative energy (zero: lowest compared OMol25 entry of this formula, charge and spin): 0.0 kcal per mole
HOMO level: -9.6 eV

XYZ file:
```
27
C9H18 | the OMol25 dataset | ωB97M-V with the def2-TZVPD basis set
C 1.445 -2.320 -1.939
C 1.168 -1.045 -1.746
C -0.025 -0.443 -0.898
C -0.977 -1.535 -0.424
C -0.760 0.531 -1.822
C 0.709 0.246 0.248
C -0.163 0.642 1.526
C -1.249 1.679 1.261
C 0.803 1.173 2.584
H 0.871 -3.119 -1.498
H 2.271 -2.632 -2.561
H 1.800 -0.289 -2.201
H -0.480 -2.209 0.271
H -1.335 -2.109 -1.276
H -1.840 -1.100 0.074
H -1.657 0.928 -1.357
H -0.116 1.362 -2.102
H -1.062 0.011 -2.730
H 1.480 -0.431 0.622
H 1.185 1.157 -0.118
H -0.627 -0.269 1.914
H -0.841 2.535 0.724
H -1.663 2.039 2.203
H -2.074 1.263 0.690
H 1.293 2.080 2.232
H 1.571 0.439 2.816
H 0.272 1.412 3.505
```

Below is one molecule with the formula C2H3NOS at a distorted geometry, with properties calculated with ωB97M-V with the def2-TZVPD basis set.

Computed properties:
SMILES string: CN1SC1=O
Gap between HOMO and LUMO: 9.76 eV
Max |F|: 0.07612 hartree/bohr
Charge: 0
Relative energy (zero: lowest compared OMol25 entry of this formula, charge and spin): 48.4 kcal per mole
HOMO level: -9.5 eV

XYZ file:
```
8
C2H3NOS | the OMol25 dataset | ωB97M-V with the def2-TZVPD basis set
C 1.002 -0.120 0.121
N -0.287 -0.115 0.724
S -1.454 -1.211 0.073
C -1.359 0.420 -0.088
O -1.904 1.419 -0.414
H 0.866 -0.585 -0.856
H 1.256 0.883 -0.128
H 1.881 -0.692 0.568
```

Below is an isolated ion of composition C6H12NO and charge +1 at a distorted geometry, with properties calculated with ωB97M-V with the def2-TZVPD basis set.

Computed properties:
Gap between HOMO and LUMO (alpha / beta): 7.42 / 6.50 eV
Spin multiplicity: 3
⟨S²⟩: 2.008
Max |F|: 0.09575 hartree/bohr
Charge: +1
Relative energy (zero: lowest compared OMol25 entry of this formula, charge and spin): 40.9 kcal per mole
HOMO level (alpha / beta): -10.5 / -13.6 eV

XYZ file:
```
20
C6H12NO | the OMol25 dataset | ωB97M-V with the def2-TZVPD basis set
C 0.093 -0.912 -1.035
C -0.594 -0.700 -2.059
C 0.296 -2.321 -0.450
C 0.024 0.362 2.143
C -0.414 2.067 0.351
C 0.971 0.172 -0.174
N 0.391 0.918 0.823
O -1.122 -0.193 -3.062
H -0.443 -3.010 -0.886
H 1.295 -2.483 -0.680
H 0.225 -2.337 0.589
H 0.812 -0.252 2.399
H 0.143 1.151 2.985
H -0.933 0.000 2.065
H -1.233 1.475 -0.246
H -0.594 2.640 1.335
H 0.157 2.769 -0.313
H 1.131 0.988 -1.030
H 1.843 -0.414 0.106
H -2.045 0.080 -2.863
```

Below is one molecule with the formula C4H7NS at a distorted geometry, with properties calculated with ωB97M-V with the def2-TZVPD basis set.

Computed properties:
SMILES string: C=NC(=C)SC
Gap between HOMO and LUMO: 9.04 eV
Max |F|: 0.08843 hartree/bohr
Charge: 0
Relative energy (zero: lowest compared OMol25 entry of this formula, charge and spin): 56.6 kcal per mole
HOMO level: -8.5 eV

XYZ file:
```
13
C4H7NS | the OMol25 dataset | ωB97M-V with the def2-TZVPD basis set
C -2.066 -0.020 -0.247
N -0.845 0.142 -0.391
C 0.099 -0.882 -0.270
C 0.042 -2.195 -0.720
S 1.676 -0.259 0.544
C 2.407 0.730 -0.713
H -2.570 0.897 -0.467
H -2.472 -0.864 0.279
H 0.920 -2.773 -0.868
H -0.818 -2.402 -1.249
H 3.381 0.949 -0.380
H 1.761 1.573 -0.883
H 2.435 0.083 -1.512
```

Below is a 2-piece molecular cluster, C2HNO3 overall at a distorted geometry, with properties calculated with ωB97M-V with the def2-TZVPD basis set.

Computed properties:
Gap between HOMO and LUMO: 3.28 eV
Max |F|: 0.07268 hartree/bohr
Charge: -2
Relative energy (zero: lowest compared OMol25 entry of this formula, charge and spin): 4.6 kcal per mole
HOMO level: 1.3 eV

XYZ file:
```
7
C2HNO3 | the OMol25 dataset | ωB97M-V with the def2-TZVPD basis set
C -5.832 -7.590 -5.344
C -7.772 -7.264 -3.832
N -6.565 -7.887 -4.476
O -8.238 -6.192 -4.413
O -4.956 -7.521 -6.121
O -8.230 -7.893 -2.884
H 9.826 8.025 2.784
```

Below is a 3-piece molecular cluster, C3H5NO2 overall at a distorted geometry, with properties calculated with ωB97M-V with the def2-TZVPD basis set.

Computed properties:
Gap between HOMO and LUMO: 9.66 eV
Max |F|: 0.02115 hartree/bohr
Charge: 0
Relative energy (zero: lowest compared OMol25 entry of this formula, charge and spin): 137.2 kcal per mole
HOMO level: -9.3 eV

XYZ file:
```
11
C3H5NO2 | the OMol25 dataset | ωB97M-V with the def2-TZVPD basis set
N -1.357 -2.268 0.618
C -0.730 -1.318 0.323
O -0.256 -0.562 -1.400
C 0.468 0.465 -1.364
C 0.839 0.867 0.720
O 0.227 -0.022 1.363
H -1.819 -2.984 1.136
H 0.009 1.448 -1.530
H 1.538 0.371 -1.587
H 1.926 0.784 0.598
H 0.409 1.874 0.662
```